C47H50Br48N4O3S2 | wB97M-V/def2-TZVPD

Geometry as XYZ:
```
154
Properties=species:S:1:pos:R:3
C -8.58 -4.08 0.75
C -7.13 -3.47 1.30
C -6.02 -3.86 0.16
C -4.45 -3.73 0.66
C -3.55 -3.58 -0.74
C -4.08 -4.28 -2.17
C -3.22 -4.14 -3.60
N -3.73 -4.80 -4.89
C -1.81 -3.31 -3.62
C -1.35 -2.64 -2.19
C -2.11 -2.74 -0.75
C -1.45 -2.03 0.59
C -0.31 -3.11 1.17
C 0.24 -2.74 2.66
S 2.12 -2.88 2.86
C 2.99 -1.30 2.35
S 3.01 -0.89 0.67
N 3.69 -0.32 3.28
C 2.83 0.87 3.63
C 3.39 2.06 4.67
C 2.49 3.39 5.08
C 0.98 3.62 4.48
C 0.37 2.46 3.50
C 1.28 1.12 3.08
C 4.97 0.05 2.57
C 6.07 -1.19 2.35
C 7.51 -0.94 1.55
C 7.89 0.54 0.94
C 6.80 1.78 1.17
C 5.37 1.52 1.96
C 0.04 -1.91 -2.68
O 1.04 -1.41 -1.95
N 0.04 -1.81 -4.20
C 1.34 -1.42 -4.87
C 1.29 0.20 -5.27
C 2.56 1.03 -4.60
N 2.42 2.38 -3.89
O 3.84 0.55 -4.65
C -0.72 -3.01 -4.80
O -0.48 -3.65 -5.96
H -8.49 -5.25 0.54
H -8.88 -3.60 -0.29
H -9.47 -3.88 1.53
H -7.26 -2.29 1.26
H -6.86 -3.84 2.38
H -6.18 -5.00 -0.14
H -6.24 -3.18 -0.79
H -4.37 -2.70 1.24
H -4.09 -4.61 1.34
H -5.08 -4.89 -2.25
H -2.96 -4.72 -5.59
H -3.92 -5.80 -4.63
H -0.85 -1.04 0.35
H -2.24 -1.87 1.45
H 0.54 -3.32 0.39
H -0.91 -4.14 1.27
H -0.04 -1.65 3.04
H -0.23 -3.53 3.41
H 4.48 1.98 5.11
H 2.91 4.24 5.79
H 0.29 4.55 4.71
H -0.73 2.55 3.06
H 0.75 0.36 2.37
H 5.81 -2.27 2.76
H 8.24 -1.85 1.39
H 8.90 0.71 0.35
H 6.99 2.88 0.77
H 4.62 2.41 2.08
H 2.30 -1.60 -4.23
H 1.53 -1.98 -5.91
H 0.25 0.69 -5.02
H 1.43 0.33 -6.45
H 2.84 3.10 -4.53
H 3.08 2.33 -3.06
C -3.95 -0.75 -5.64
Br -2.35 0.22 -5.11
Br -4.08 -2.47 -4.74
Br -5.56 0.32 -5.39
H -3.87 -0.95 -6.71
C 0.88 -1.68 7.05
Br 0.43 -3.57 7.16
Br 2.34 -1.35 5.81
Br -0.67 -0.59 6.65
H 1.24 -1.38 8.05
C 7.39 5.73 -0.75
Br 7.95 5.20 1.04
Br 5.98 4.58 -1.44
Br 6.89 7.61 -0.82
H 8.26 5.60 -1.41
C 9.92 -3.01 4.54
Br 9.17 -3.86 6.12
Br 8.53 -2.44 3.30
Br 11.13 -1.56 5.00
H 10.51 -3.77 4.02
C -9.69 0.66 -3.95
Br -10.43 -0.19 -2.37
Br -11.07 1.24 -5.19
Br -8.48 2.11 -3.49
H -9.09 -0.10 -4.47
C 0.20 7.40 2.70
Br 0.62 5.50 2.77
Br 1.37 8.44 3.86
Br 0.20 8.08 0.88
H -0.82 7.52 3.09
C 4.12 3.49 -7.42
Br 2.95 4.86 -6.69
Br 3.11 2.13 -8.39
Br 5.54 4.25 -8.51
H 4.60 2.99 -6.57
C 1.61 1.76 8.67
Br 3.38 1.06 8.26
Br 1.07 1.33 10.49
Br 1.49 3.67 8.32
H 0.90 1.26 8.00
C 8.21 2.19 -6.14
Br 7.76 0.42 -6.80
Br 6.83 2.90 -4.97
Br 9.96 2.22 -5.30
H 8.27 2.85 -7.01
C -9.21 -8.47 -0.31
Br -7.67 -7.37 -0.79
Br -10.65 -7.40 0.44
Br -9.82 -9.55 -1.81
H -8.88 -9.16 0.47
C 11.18 6.21 -3.72
Br 10.44 5.36 -2.13
Br 9.80 6.79 -4.95
Br 12.39 7.67 -3.25
H 11.78 5.45 -4.23
C -5.15 -2.51 5.49
Br -5.60 -4.40 5.60
Br -3.69 -2.18 4.24
Br -6.71 -1.42 5.09
H -4.79 -2.21 6.48
C 0.32 3.42 -11.62
Br -0.43 2.57 -10.04
Br -1.07 4.00 -12.85
Br 1.53 4.87 -11.16
H 0.92 2.66 -12.14
C -6.12 2.00 -0.14
Br -6.57 0.23 -0.80
Br -7.50 2.71 1.03
Br -4.36 2.03 0.71
H -6.06 2.66 -1.01
C -10.97 -7.14 4.24
Br -9.37 -6.17 4.77
Br -11.10 -8.86 5.14
Br -12.58 -6.07 4.49
H -10.89 -7.34 3.17
C 1.27 9.21 7.63
Br 2.88 10.18 8.16
Br 1.14 7.49 8.53
Br -0.33 10.28 7.88
H 1.36 9.01 6.56
```

Summary:
2S+1   1
HOMO level   -7.78 eV
Maximum force   8.6 eV Å⁻¹
Electronic energy   -126613.2136 Ha
Net charge   0

C10H13N2O2 | wB97M-V/def2-TZVPD

Geometry as XYZ:
```
27
Properties=species:S:1:pos:R:3
C -1.21 -1.10 1.62
C -1.07 -0.72 0.15
O -1.23 -1.85 -0.65
C 0.47 -0.11 -0.04
C 0.67 1.27 0.06
C 1.96 1.77 -0.08
C 3.00 0.89 -0.32
C 2.75 -0.46 -0.38
N 1.50 -0.94 -0.22
N 1.32 -2.28 -0.15
C -0.46 2.15 0.30
C -1.72 1.74 0.20
C -2.07 0.36 -0.29
O -2.08 0.33 -1.71
H -0.60 -1.97 1.84
H -2.25 -1.34 1.83
H -0.91 -0.27 2.26
H -1.61 -1.56 -1.50
H 2.14 2.83 0.00
H 4.01 1.25 -0.46
H 3.54 -1.18 -0.53
H 2.06 -2.83 -0.56
H 0.37 -2.58 -0.35
H -0.23 3.17 0.57
H -2.54 2.42 0.36
H -3.06 0.06 0.09
H -2.75 0.93 -2.04
```

Summary:
2S+1   1
Structure (SMILES)   C[C@]1(O)c2c(ccc[n+]2N)C=C[C@H]1O
HOMO level   -12.98 eV
Energy above the lowest of the compared OMol25 structures with the same formula, charge and spin   0.0 kcal/mol
Maximum force   2.7 eV Å⁻¹
Electronic energy   -648.5788 Ha
Net charge   +1

C17H31Br2O8PSi2 | wB97M-V/def2-TZVPD

Geometry as XYZ:
```
61
Properties=species:S:1:pos:R:3
C 6.08 0.51 0.51
C 5.27 -0.16 -0.60
C 5.35 -1.69 -0.61
Br 7.15 -2.32 -0.97
Si 4.18 -2.36 -1.91
C 4.40 -4.18 -2.37
C 4.01 -5.26 -1.41
O 3.41 -6.25 -1.68
Br 4.56 -5.00 0.44
O 2.67 -2.07 -1.33
Si 1.22 -2.66 -1.81
C 0.03 -2.50 -0.37
O -0.32 -1.11 -0.20
C -1.58 -0.89 0.32
C -2.67 -0.75 -0.53
C -3.92 -0.49 0.01
C -4.09 -0.38 1.39
C -2.99 -0.53 2.23
C -1.73 -0.79 1.70
C 0.47 -1.71 -3.25
P 0.85 0.06 -3.28
O 2.16 0.42 -2.73
O -0.41 0.74 -2.57
O 0.66 0.52 -4.80
H 5.56 0.42 1.47
H 6.21 1.57 0.31
H 7.08 0.07 0.61
H 5.57 0.22 -1.58
H 4.21 0.08 -0.46
H 5.06 -2.07 0.37
H 4.45 -1.61 -3.15
H 3.83 -4.41 -3.28
H 5.46 -4.30 -2.62
H 1.31 -4.09 -2.19
H -0.87 -3.09 -0.55
H 0.51 -2.88 0.54
H -2.53 -0.81 -1.60
H -4.77 -0.36 -0.64
H -5.06 -0.16 1.81
H -3.11 -0.44 3.31
H -0.86 -0.90 2.34
H 0.73 -2.14 -4.22
H -0.61 -1.82 -3.13
H -0.33 0.69 -1.61
H -0.17 0.21 -5.18
C -3.66 3.20 0.98
O -4.34 2.71 2.12
C -3.61 2.88 3.32
C -4.13 4.05 4.13
O -3.93 5.29 3.47
C -5.08 5.79 2.83
H -4.37 3.17 0.15
H -3.31 4.22 1.12
H -2.81 2.55 0.73
H -2.55 3.03 3.11
H -3.72 1.97 3.92
H -3.59 4.09 5.09
H -5.19 3.90 4.35
H -5.82 6.13 3.56
H -5.54 5.04 2.18
H -4.77 6.64 2.23
```

Summary:
2S+1   1
HOMO level   -9.30 eV
Maximum force   0.9 eV Å⁻¹
Electronic energy   -7336.8479 Ha
Net charge   0

C2H2Cl6 | wB97M-V/def2-TZVPD

Geometry as XYZ:
```
10
Properties=species:S:1:pos:R:3
Cl -5.06 -5.46 6.97
C -6.73 -4.81 6.65
Cl -7.87 -6.18 6.55
Cl -6.71 -3.94 5.10
H -6.89 -4.20 7.55
Cl -4.33 0.20 5.29
C -3.81 -1.42 5.76
Cl -2.37 -1.49 6.85
Cl -3.48 -2.27 4.23
H -4.55 -1.83 6.37
```

Summary:
2S+1   1
Structure (SMILES)   ClC(Cl)Cl.ClC(Cl)Cl
HOMO level   -11.10 eV
Energy above the lowest of the compared OMol25 structures with the same formula, charge and spin   7.8 kcal/mol
Maximum force   2.0 eV Å⁻¹
Electronic energy   -2838.5358 Ha
Net charge   0

What did the second record say?
C10H13N2O2 | wB97M-V/def2-TZVPD

Geometry as XYZ:
```
27
Properties=species:S:1:pos:R:3
C -1.21 -1.10 1.62
C -1.07 -0.72 0.15
O -1.23 -1.85 -0.65
C 0.47 -0.11 -0.04
C 0.67 1.27 0.06
C 1.96 1.77 -0.08
C 3.00 0.89 -0.32
C 2.75 -0.46 -0.38
N 1.50 -0.94 -0.22
N 1.32 -2.28 -0.15
C -0.46 2.15 0.30
C -1.72 1.74 0.20
C -2.07 0.36 -0.29
O -2.08 0.33 -1.71
H -0.60 -1.97 1.84
H -2.25 -1.34 1.83
H -0.91 -0.27 2.26
H -1.61 -1.56 -1.50
H 2.14 2.83 0.00
H 4.01 1.25 -0.46
H 3.54 -1.18 -0.53
H 2.06 -2.83 -0.56
H 0.37 -2.58 -0.35
H -0.23 3.17 0.57
H -2.54 2.42 0.36
H -3.06 0.06 0.09
H -2.75 0.93 -2.04
```

Summary:
2S+1   1
Structure (SMILES)   C[C@]1(O)c2c(ccc[n+]2N)C=C[C@H]1O
HOMO level   -12.98 eV
Energy above the lowest of the compared OMol25 structures with the same formula, charge and spin   0.0 kcal/mol
Maximum force   2.7 eV Å⁻¹
Electronic energy   -648.5788 Ha
Net charge   +1

What did the fourth record say?
C2H2Cl6 | wB97M-V/def2-TZVPD

Geometry as XYZ:
```
10
Properties=species:S:1:pos:R:3
Cl -5.06 -5.46 6.97
C -6.73 -4.81 6.65
Cl -7.87 -6.18 6.55
Cl -6.71 -3.94 5.10
H -6.89 -4.20 7.55
Cl -4.33 0.20 5.29
C -3.81 -1.42 5.76
Cl -2.37 -1.49 6.85
Cl -3.48 -2.27 4.23
H -4.55 -1.83 6.37
```

Summary:
2S+1   1
Structure (SMILES)   ClC(Cl)Cl.ClC(Cl)Cl
HOMO level   -11.10 eV
Energy above the lowest of the compared OMol25 structures with the same formula, charge and spin   7.8 kcal/mol
Maximum force   2.0 eV Å⁻¹
Electronic energy   -2838.5358 Ha
Net charge   0

> The highest net charge belongs to which entry?

C10H13N2O2

> The lowest maximum force belongs to which entry?

C17H31Br2O8PSi2